[1]
Computed, not measured: a cluster of 3 separate species, C4H14N3O in total in a non-equilibrium geometry, with ωB97M-V with the def2-TZVPD basis set.

Summary:
net charge: +1
energy above the lowest of the compared OMol25 structures with the same formula, charge and spin: 135.5 kcal/mol
M: 120.2 g mol⁻¹
LUMO energy: -3.4 eV

Each line ends with the Löwdin charge.
Cartesian coordinates (Å):
O -1.96 -1.37 0.23  -0.03
N -2.30 2.05 -0.06  0.05
N 1.42 -0.09 -0.01  -0.22
N 0.65 -0.63 -1.02  0.04
C -1.43 -2.24 0.86  -0.12
C 2.84 -0.30 0.15  0.00
C -0.53 -0.32 -1.47  0.09
C 0.69 0.97 0.62  -0.07
H 3.09 -1.11 -0.41  0.07
H 1.01 -1.33 -1.66  0.18
H -0.46 -2.84 0.68  0.10
H -1.80 -2.68 1.87  0.11
H 0.44 1.73 -0.27  0.13
H -2.94 1.67 0.61  0.03
H -0.28 0.61 1.16  0.11
H -1.37 0.43 -1.04  0.11
H -2.58 2.79 -0.66  0.03
H 3.17 -0.65 1.10  0.10
H -1.42 2.27 0.38  -0.01
H -0.98 -0.83 -2.26  0.09
H 3.35 0.52 -0.21  0.09
H 1.39 1.35 1.42  0.12

---

[2]
Computed, not measured: a structure of composition C34H51Br2N11OTi, with ωB97M-V with the def2-TZVPD basis set.

Summary:
net charge: +4
energy above the lowest of the compared OMol25 structures with the same formula, charge and spin: 21.8 kcal/mol
M: 837.5 g mol⁻¹
LUMO energy: -12.3 eV

Each line ends with the Löwdin charge.
Cartesian coordinates (Å):
Br -2.84 1.27 0.56  0.86
Br -0.53 3.30 -0.15  0.83
Ti 0.07 0.34 -0.08  1.04
O 1.82 0.79 -0.15  -0.15
N 3.65 2.11 -0.41  -0.03
N 0.03 -1.59 -0.27  0.01
N -4.88 1.95 -2.33  0.12
N 1.36 -1.86 -2.14  -0.13
N 3.72 0.30 1.04  -0.04
N -6.81 3.20 -1.68  0.12
N -0.88 0.66 -1.94  -0.12
N 0.53 -0.34 4.04  -0.06
N 1.18 -3.63 -0.59  -0.06
N -0.24 -0.10 1.83  -0.03
N 0.51 1.77 3.00  -0.15
C 0.69 0.22 5.40  0.03
C -3.02 -2.51 2.45  0.00
C 1.76 2.25 3.61  -0.03
C -1.89 -3.05 0.38  0.00
C 2.75 -2.14 -2.51  -0.02
C -1.13 -1.20 1.77  -0.31
C 5.02 2.56 -0.06  -0.09
C 3.01 2.82 -1.52  0.02
C -7.04 1.32 -3.11  0.03
C 0.45 -1.73 -3.29  0.00
C -3.82 -0.27 -4.08  -0.03
C 3.19 -0.95 1.56  0.00
C -0.65 1.77 -4.04  0.01
C -0.18 1.44 -2.79  -0.18
C 3.09 1.07 0.17  -0.33
C -2.17 -1.45 2.67  -0.02
C 0.72 -1.79 4.01  0.01
C 1.67 -4.66 -1.53  0.03
C -2.05 0.15 -2.36  -0.13
C -7.58 2.38 -2.40  -0.06
C 0.26 0.42 3.00  -0.33
C -0.64 2.66 3.27  -0.04
C 0.85 -2.42 -1.00  -0.32
C 5.41 2.05 1.31  -0.12
C -1.86 1.24 -4.46  0.07
C -5.52 2.93 -1.70  -0.21
C 1.08 -4.11 0.79  0.02
C -2.59 0.40 -3.61  -0.17
C -5.09 0.02 -3.83  0.00
C -5.67 1.13 -3.05  -0.26
C -2.88 -3.31 1.30  0.00
C -2.44 2.96 -0.29  -0.87
C -1.00 -2.00 0.62  -0.25
C 5.14 0.57 1.38  -0.09
H 2.88 -3.01 -3.15  0.10
H 0.72 -0.85 -3.88  0.10
H -3.57 -4.13 1.13  0.14
H 1.00 -3.27 1.48  0.06
H -3.63 -1.09 -4.77  0.13
H 0.15 1.16 5.50  0.10
H 5.02 3.65 -0.09  0.15
H -2.59 -0.48 -1.66  0.11
H 1.68 2.47 4.67  0.10
H 0.77 1.82 -2.44  0.06
H -4.91 3.62 -1.12  0.10
H -8.64 2.59 -2.40  0.13
H 3.72 3.55 -1.90  0.12
H -0.07 2.42 -4.69  0.14
H 1.45 -4.39 -2.55  0.09
H 0.22 -4.77 0.90  0.12
H 3.36 -2.26 -1.61  0.10
H 0.26 -0.50 6.10  0.12
H 5.71 2.21 -0.83  0.15
H 2.14 -1.07 1.29  0.05
H 1.56 -2.03 4.65  0.12
H 1.14 -5.58 -1.29  0.12
H 6.47 2.24 1.48  0.15
H 2.12 3.36 -1.19  0.06
H -2.26 1.48 -5.44  0.15
H 0.52 -2.61 -3.94  0.11
H 2.03 3.18 3.10  0.11
H 1.74 0.36 5.64  0.11
H -2.95 3.75 0.24  0.03
H 1.99 -4.67 1.01  0.12
H 4.85 2.58 2.08  0.13
H -0.49 3.61 2.78  0.07
H -5.83 -0.61 -4.31  0.13
H 0.92 -2.13 3.00  0.06
H -3.82 -2.72 3.15  0.14
H -0.17 -2.30 4.39  0.12
H 5.30 0.18 2.39  0.14
H 5.78 0.00 0.70  0.15
H 2.78 2.14 -2.33  0.10
H 2.74 -4.83 -1.39  0.12
H -0.58 -1.63 -2.95  0.08
H -7.68 0.66 -3.69  0.13
H -1.56 2.20 2.91  0.05
H 3.28 -0.95 2.65  0.10
H -0.74 2.84 4.34  0.11
H 2.55 1.52 3.45  0.09
H -2.71 2.89 -1.34  0.00
H -2.31 -0.81 3.54  0.14
H 3.12 -1.27 -3.06  0.11
H -1.81 -3.64 -0.52  0.14
H 3.77 -1.79 1.17  0.12

---

[3]
Computed, not measured: a cluster of 2 separate species, C11H18 in total in a non-equilibrium geometry, with ωB97M-V with the def2-TZVPD basis set.

Summary:
energy above the lowest of the compared OMol25 structures with the same formula, charge and spin: 10.3 kcal/mol
M: 150.3 g mol⁻¹
structure (SMILES): Cc1ccccc1.CC(C)C
LUMO energy: 1.0 eV

Each line ends with the Löwdin charge.
Cartesian coordinates (Å):
C -1.37 -2.19 2.41  -0.11
C 1.14 2.86 -1.19  -0.10
C 0.15 -0.48 3.31  -0.10
C -0.69 1.83 -2.34  -0.06
C -0.73 -0.63 -2.90  -0.04
C -0.10 2.96 -1.82  -0.09
C 0.49 -1.28 0.95  -0.08
C -0.55 -0.98 2.03  -0.47
C -0.04 0.59 -2.33  -0.28
C 1.79 1.66 -1.19  -0.10
C 1.25 0.55 -1.84  -0.09
H 0.01 -1.11 -3.54  0.08
H -1.14 -0.15 1.68  0.12
H -1.63 1.93 -2.87  0.11
H 0.78 -1.24 3.77  0.08
H -1.91 -2.68 1.57  0.07
H 0.20 -2.10 0.29  0.07
H 0.70 -0.41 0.32  0.04
H 1.55 3.73 -0.68  0.10
H -0.93 -1.39 -2.15  0.07
H -2.17 -1.93 3.10  0.07
H 2.71 1.54 -0.62  0.11
H -0.58 -0.09 4.02  0.07
H 1.46 -1.54 1.36  0.08
H -1.58 -0.34 -3.52  0.07
H 0.76 0.39 3.03  0.07
H -0.83 -3.05 2.81  0.08
H -0.58 3.93 -1.85  0.10
H 1.81 -0.38 -1.82  0.11

---

[4]
Computed, not measured: a cluster of 3 separate species, C3H11NO2 in total in a non-equilibrium geometry, with ωB97M-V with the def2-TZVPD basis set.

Summary:
energy above the lowest of the compared OMol25 structures with the same formula, charge and spin: 30.9 kcal/mol
M: 93.1 g mol⁻¹
structure (SMILES): C/C=C/N.O.O
LUMO energy: 0.9 eV

Each line ends with the Löwdin charge.
Cartesian coordinates (Å):
O -0.31 -1.22 1.83  -0.09
O 1.43 -1.70 -0.19  -0.05
N -1.82 0.07 0.26  0.02
C -0.68 0.82 0.14  -0.25
C -0.07 0.96 -1.07  -0.21
C 1.23 1.75 -1.22  -0.13
H -2.30 -0.43 -0.47  0.09
H -0.46 1.54 0.91  0.12
H 0.43 -1.64 1.33  0.02
H 0.51 -1.48 -0.40  0.02
H 1.94 1.06 -1.67  0.05
H 2.00 -0.96 -0.40  0.04
H 1.13 2.67 -1.80  0.06
H -0.47 0.69 -2.04  0.09
H -0.98 -1.90 1.96  0.05
H 1.50 1.99 -0.17  0.08
H -2.16 -0.04 1.19  0.07

---

[5]
Computed, not measured: the ion C6H13N2O with charge +1 in a non-equilibrium geometry, with ωB97M-V with the def2-TZVPD basis set.

Summary:
net charge: +1
energy above the lowest of the compared OMol25 structures with the same formula, charge and spin: 105.2 kcal/mol
M: 129.2 g mol⁻¹
LUMO energy: -2.9 eV

Each line ends with the Löwdin charge.
Cartesian coordinates (Å):
O 0.85 -2.10 -0.64  0.05
N -0.14 -0.02 -1.03  0.14
N 1.38 -0.37 2.07  0.12
C 1.31 1.99 -0.19  0.01
C -1.62 -1.86 -0.61  0.01
C -0.23 -1.31 -0.28  -0.37
C 0.32 0.01 1.26  -0.08
C -0.16 2.24 0.10  -0.02
C 0.34 0.88 -0.01  -0.42
H 0.52 -0.25 -1.85  0.23
H -1.55 -2.00 -1.72  0.12
H -0.71 2.61 -0.73  0.12
H -0.62 2.44 1.00  0.10
H -2.05 -2.60 -0.05  0.06
H 0.63 -3.02 -0.57  0.10
H 2.24 0.04 2.06  0.05
H 1.00 -0.59 3.07  0.17
H 2.00 2.06 0.61  0.10
H -2.37 -1.08 -0.48  0.09
H 1.86 2.22 -1.12  0.14
H -0.58 -0.08 1.74  0.10
H -1.10 0.18 -1.44  0.20

---

Question: What is the energy above the lowest of the compared OMol25 structures with the same formula, charge and spin in the first record?
Answer: 135.5 kcal/mol

---

Repeat the fifth record exactly.
Computed, not measured: the ion C6H13N2O with charge +1 in a non-equilibrium geometry, with ωB97M-V with the def2-TZVPD basis set.

Summary:
net charge: +1
energy above the lowest of the compared OMol25 structures with the same formula, charge and spin: 105.2 kcal/mol
M: 129.2 g mol⁻¹
LUMO energy: -2.9 eV

Each line ends with the Löwdin charge.
Cartesian coordinates (Å):
O 0.85 -2.10 -0.64  0.05
N -0.14 -0.02 -1.03  0.14
N 1.38 -0.37 2.07  0.12
C 1.31 1.99 -0.19  0.01
C -1.62 -1.86 -0.61  0.01
C -0.23 -1.31 -0.28  -0.37
C 0.32 0.01 1.26  -0.08
C -0.16 2.24 0.10  -0.02
C 0.34 0.88 -0.01  -0.42
H 0.52 -0.25 -1.85  0.23
H -1.55 -2.00 -1.72  0.12
H -0.71 2.61 -0.73  0.12
H -0.62 2.44 1.00  0.10
H -2.05 -2.60 -0.05  0.06
H 0.63 -3.02 -0.57  0.10
H 2.24 0.04 2.06  0.05
H 1.00 -0.59 3.07  0.17
H 2.00 2.06 0.61  0.10
H -2.37 -1.08 -0.48  0.09
H 1.86 2.22 -1.12  0.14
H -0.58 -0.08 1.74  0.10
H -1.10 0.18 -1.44  0.20

---

Question: Among the records above, which one has the highest LUMO energy?
Answer: C11H18